DFT (wB97M-V/def2-TZVPD) results for a structure of composition C5H8O in a non-equilibrium geometry.

The geometry in XYZ format:
```
14
Properties=species:S:1:pos:R:3:forces:R:3
C -1.128951 0.818292 -0.551939 -0.0065 0.2512 -0.1259
C -1.464870 -0.196025 0.514499 -0.0200 -0.2592 0.0369
C -0.059612 -0.033540 0.022828 -0.0024 0.0988 -0.1969
C 0.938916 -0.882606 -0.739359 0.7199 1.2788 -1.5117
O 1.754050 -0.992153 0.428846 0.3385 0.0092 -0.2176
C 1.157572 0.237733 0.902946 -0.0333 0.2241 0.2086
H -1.417544 0.566625 -1.571016 0.0472 0.1234 0.1735
H -1.155912 1.876951 -0.319435 -0.1054 -0.0907 0.0478
H -1.683322 0.206612 1.505494 0.1821 -0.2027 -0.2288
H -2.039191 -1.079366 0.257552 0.0447 0.1222 -0.0775
H 0.890222 -1.675848 -1.458443 -1.0101 -1.7724 0.8091
H 1.408920 -0.213962 -1.532194 0.0174 0.4177 1.1893
H 1.038976 0.279157 1.991393 -0.0181 -0.1504 -0.2178
H 1.760740 1.088135 0.548833 -0.1538 -0.0498 0.1111
```
Positions in Å, forces in eV/Å.

Calculated values
HOMO energy ... -9.483 eV
Relative energy (zero: lowest compared OMol25 entry of this formula, charge and spin) ... 285.0 kJ/mol